# 1
Here is C5H7NO as an isolated structure from the OMol25 dataset. Energies are from the ωB97M-V functional and the def2-TZVPD basis.

ORCA input file:
```
! RIJCOSX wB97M-V def2-TZVPD def2/J DEFGRID3
* xyz 0 1
N -1.006 2.163 0.207
C -0.505 1.136 -0.314
O -0.794 0.667 -1.587
C -0.881 -0.691 -1.733
C 0.764 -1.019 -0.416
C 1.805 0.047 -0.497
C 0.547 0.276 0.299
H -1.713 2.571 -0.405
H 0.305 -1.226 -1.554
H -1.500 -1.109 -0.917
H 0.896 -1.949 0.125
H 1.912 0.575 -1.441
H 2.726 -0.086 0.061
H 0.608 0.317 1.381
*
```

Properties
Orbital gap: 9.6906 eV
Total energy: -324.5369 a.u.
HOMO: -8.74 eV
ΔE to the lowest compared entry with this formula, charge and spin: 492.5 kJ/mol


# 2
Here is the molecule C3H7NO2 from the OMol25 dataset. Energies are from the ωB97M-V functional and the def2-TZVPD basis.

ORCA input file:
```
! RIJCOSX wB97M-V def2-TZVPD def2/J DEFGRID3
* xyz 0 1
C -2.096 -0.045 -0.451
N -1.161 -0.064 0.655
C 0.193 -0.019 0.673
O 0.802 -0.052 1.727
O 0.795 0.058 -0.530
C 2.221 0.086 -0.384
H -2.739 0.844 -0.427
H -2.742 -0.931 -0.446
H -1.537 -0.036 -1.389
H -1.453 -0.118 1.619
H 2.517 0.936 0.234
H 2.635 0.170 -1.388
H 2.564 -0.829 0.107
*
```

Properties
Orbital gap: 10.5671 eV
Total energy: -323.7566 a.u.
HOMO: -9.66 eV
SMILES: CNC(=O)OC
ΔE to the lowest compared entry with this formula, charge and spin: 63.9 kJ/mol


# 3
Here is a 5-piece molecular cluster, C39H36N6O10 overall from the OMol25 dataset. Energies are from the ωB97M-V functional and the def2-TZVPD basis.

ORCA input file:
```
! RIJCOSX wB97M-V def2-TZVPD def2/J DEFGRID3
* xyz 0 1
C 4.009 -4.805 -1.700
C 3.373 -4.761 -3.132
N 3.645 -3.516 -3.909
C 3.647 -2.317 -3.102
C 4.953 -1.840 -2.617
C 5.130 -0.654 -1.796
C 3.938 0.123 -1.478
C 2.607 -0.299 -1.983
C 2.422 -1.527 -2.778
N 1.125 -1.948 -3.233
C 0.339 -2.342 -2.277
C -1.053 -1.628 -2.072
C 0.619 -3.534 -1.296
C 1.435 0.660 -1.604
O 0.510 0.930 -2.331
C 1.532 1.336 -0.190
C 2.761 1.704 0.258
C 4.036 1.414 -0.601
O 5.007 2.132 -0.598
H 3.485 -4.120 -0.991
H 5.089 -4.488 -1.704
H 3.928 -5.858 -1.316
H 2.277 -5.032 -3.095
H 3.851 -5.605 -3.714
H 2.825 -3.409 -4.523
H 5.846 -2.460 -2.880
H 6.126 -0.334 -1.417
H -1.162 -0.840 -2.861
H -1.897 -2.364 -2.226
H -1.027 -1.197 -1.033
H 1.525 -3.393 -0.658
H -0.252 -3.628 -0.584
H 0.633 -4.501 -1.868
H 0.594 1.504 0.388
H 2.828 2.208 1.247
O 9.895 3.321 3.479
N 9.062 3.873 4.176
O 9.272 4.292 5.301
C 7.713 4.042 3.624
C 7.425 3.546 2.359
C 6.141 3.686 1.849
C 5.161 4.323 2.603
C 5.460 4.826 3.865
C 6.742 4.686 4.380
H 8.182 3.049 1.766
H 5.902 3.296 0.865
H 4.157 4.426 2.205
H 4.700 5.319 4.435
H 6.966 5.078 5.363
O -4.696 -2.159 -0.891
N -4.579 -1.823 -2.056
O -3.742 -2.272 -2.821
C -5.502 -0.809 -2.573
C -6.445 -0.248 -1.722
C -7.302 0.729 -2.210
C -7.214 1.133 -3.536
C -6.274 0.558 -4.383
C -5.412 -0.416 -3.903
H -6.521 -0.556 -0.687
H -8.038 1.179 -1.554
H -7.882 1.900 -3.913
H -6.212 0.874 -5.416
H -4.681 -0.855 -4.569
O -8.457 -0.902 -5.452
N -9.554 -1.423 -5.566
O -10.344 -1.183 -6.460
C -9.947 -2.403 -4.549
C -9.085 -2.672 -3.494
C -9.469 -3.582 -2.519
C -10.702 -4.216 -2.607
C -11.554 -3.948 -3.672
C -11.178 -3.037 -4.649
H -8.122 -2.182 -3.417
H -8.808 -3.795 -1.688
H -11.002 -4.923 -1.841
H -12.513 -4.447 -3.738
H -11.849 -2.832 -5.473
O 4.961 5.667 6.460
N 3.836 5.195 6.420
O 2.991 5.492 5.593
C 3.476 4.208 7.441
C 4.400 3.872 8.421
C 4.047 2.954 9.400
C 2.782 2.379 9.391
C 1.868 2.714 8.399
C 2.213 3.633 7.419
H 5.387 4.315 8.437
H 4.757 2.689 10.174
H 2.507 1.666 10.160
H 0.884 2.261 8.394
H 1.493 3.890 6.653
*
```

Properties
Orbital gap: 7.2878 eV
Total energy: -2588.1669 a.u.
HOMO: -8.13 eV
SMILES: CCNc1ccc2c(c1N=C(C)C)C(=O)C=CC2=O.O=[N+]([O-])c1ccccc1.O=[N+]([O-])c1ccccc1.O=[N+]([O-])c1ccccc1.O=[N+]([O-])c1ccccc1


# 4
Here is the molecule C7H8N2 from the OMol25 dataset. Energies are from the ωB97M-V functional and the def2-TZVPD basis.

ORCA input file:
```
! RIJCOSX wB97M-V def2-TZVPD def2/J DEFGRID3
* xyz 0 1
C -1.375 -1.944 0.015
C -0.666 -0.839 -0.011
C -1.066 0.606 -0.021
C 0.213 1.479 0.002
N 1.322 0.565 -0.013
C 2.665 0.661 0.012
N 3.228 -0.520 0.009
C 2.219 -1.434 -0.013
C 1.036 -0.763 -0.028
H -2.452 -1.911 0.039
H -0.910 -2.911 0.007
H -1.650 0.823 -0.918
H -1.699 0.830 0.839
H 0.257 2.141 -0.869
H 0.264 2.099 0.902
H 3.186 1.596 0.021
H 2.423 -2.484 -0.017
*
```

Properties
Orbital gap: 9.2750 eV
Total energy: -381.0046 a.u.
HOMO: -8.45 eV
SMILES: C=C1CCn2cncc21
ΔE to the lowest compared entry with this formula, charge and spin: 50.0 kJ/mol


# 5
Here is a 2-piece molecular cluster, C4H7NO overall from the OMol25 dataset. Energies are from the ωB97M-V functional and the def2-TZVPD basis.

ORCA input file:
```
! RIJCOSX wB97M-V def2-TZVPD def2/J DEFGRID3
* xyz 0 1
H 0.816 -1.971 0.660
N 0.244 -1.485 -0.032
C -0.702 -0.851 0.526
C -1.715 -0.101 -0.282
H -0.881 -0.870 1.609
H -2.557 -0.790 -0.400
H -1.338 0.156 -1.278
H -2.080 0.799 0.223
C 1.975 0.667 -0.462
C 1.123 1.468 0.125
O 0.428 2.224 0.688
H 1.682 -0.103 -1.165
H 3.006 0.857 -0.213
*
```

Properties
Orbital gap: 9.9141 eV
Total energy: -286.5451 a.u.
HOMO: -8.97 eV
SMILES: [H]/N=C/C.C=C=O
ΔE to the lowest compared entry with this formula, charge and spin: 227.2 kJ/mol


# 6
Here is a 2-piece molecular cluster, C4H11S2 overall from the OMol25 dataset. Energies are from the ωB97M-V functional and the def2-TZVPD basis.

ORCA input file:
```
! RIJCOSX wB97M-V def2-TZVPD def2/J DEFGRID3
* xyz -1 1
C -0.838 -2.303 2.606
S -0.299 -2.941 1.006
C 0.773 -1.527 0.621
H -1.226 -1.302 2.480
H -1.545 -2.976 3.079
H 0.044 -2.208 3.235
H 1.674 -1.494 1.239
H 0.142 -0.651 0.744
H 1.142 -1.481 -0.396
C -0.563 1.773 -2.291
C 0.530 2.496 -1.526
S 0.862 1.768 0.129
H -1.458 1.697 -1.686
H -0.735 2.269 -3.242
H -0.220 0.781 -2.588
H 1.491 2.567 -2.044
H 0.225 3.532 -1.367
*
```

Properties
Orbital gap: 5.5685 eV
Total energy: -955.3867 a.u.
HOMO: -2.37 eV
ΔE to the lowest compared entry with this formula, charge and spin: 42.7 kJ/mol


Please write out number 3 again, unchanged.
Here is a 5-piece molecular cluster, C39H36N6O10 overall from the OMol25 dataset. Energies are from the ωB97M-V functional and the def2-TZVPD basis.

ORCA input file:
```
! RIJCOSX wB97M-V def2-TZVPD def2/J DEFGRID3
* xyz 0 1
C 4.009 -4.805 -1.700
C 3.373 -4.761 -3.132
N 3.645 -3.516 -3.909
C 3.647 -2.317 -3.102
C 4.953 -1.840 -2.617
C 5.130 -0.654 -1.796
C 3.938 0.123 -1.478
C 2.607 -0.299 -1.983
C 2.422 -1.527 -2.778
N 1.125 -1.948 -3.233
C 0.339 -2.342 -2.277
C -1.053 -1.628 -2.072
C 0.619 -3.534 -1.296
C 1.435 0.660 -1.604
O 0.510 0.930 -2.331
C 1.532 1.336 -0.190
C 2.761 1.704 0.258
C 4.036 1.414 -0.601
O 5.007 2.132 -0.598
H 3.485 -4.120 -0.991
H 5.089 -4.488 -1.704
H 3.928 -5.858 -1.316
H 2.277 -5.032 -3.095
H 3.851 -5.605 -3.714
H 2.825 -3.409 -4.523
H 5.846 -2.460 -2.880
H 6.126 -0.334 -1.417
H -1.162 -0.840 -2.861
H -1.897 -2.364 -2.226
H -1.027 -1.197 -1.033
H 1.525 -3.393 -0.658
H -0.252 -3.628 -0.584
H 0.633 -4.501 -1.868
H 0.594 1.504 0.388
H 2.828 2.208 1.247
O 9.895 3.321 3.479
N 9.062 3.873 4.176
O 9.272 4.292 5.301
C 7.713 4.042 3.624
C 7.425 3.546 2.359
C 6.141 3.686 1.849
C 5.161 4.323 2.603
C 5.460 4.826 3.865
C 6.742 4.686 4.380
H 8.182 3.049 1.766
H 5.902 3.296 0.865
H 4.157 4.426 2.205
H 4.700 5.319 4.435
H 6.966 5.078 5.363
O -4.696 -2.159 -0.891
N -4.579 -1.823 -2.056
O -3.742 -2.272 -2.821
C -5.502 -0.809 -2.573
C -6.445 -0.248 -1.722
C -7.302 0.729 -2.210
C -7.214 1.133 -3.536
C -6.274 0.558 -4.383
C -5.412 -0.416 -3.903
H -6.521 -0.556 -0.687
H -8.038 1.179 -1.554
H -7.882 1.900 -3.913
H -6.212 0.874 -5.416
H -4.681 -0.855 -4.569
O -8.457 -0.902 -5.452
N -9.554 -1.423 -5.566
O -10.344 -1.183 -6.460
C -9.947 -2.403 -4.549
C -9.085 -2.672 -3.494
C -9.469 -3.582 -2.519
C -10.702 -4.216 -2.607
C -11.554 -3.948 -3.672
C -11.178 -3.037 -4.649
H -8.122 -2.182 -3.417
H -8.808 -3.795 -1.688
H -11.002 -4.923 -1.841
H -12.513 -4.447 -3.738
H -11.849 -2.832 -5.473
O 4.961 5.667 6.460
N 3.836 5.195 6.420
O 2.991 5.492 5.593
C 3.476 4.208 7.441
C 4.400 3.872 8.421
C 4.047 2.954 9.400
C 2.782 2.379 9.391
C 1.868 2.714 8.399
C 2.213 3.633 7.419
H 5.387 4.315 8.437
H 4.757 2.689 10.174
H 2.507 1.666 10.160
H 0.884 2.261 8.394
H 1.493 3.890 6.653
*
```

Properties
Orbital gap: 7.2878 eV
Total energy: -2588.1669 a.u.
HOMO: -8.13 eV
SMILES: CCNc1ccc2c(c1N=C(C)C)C(=O)C=CC2=O.O=[N+]([O-])c1ccccc1.O=[N+]([O-])c1ccccc1.O=[N+]([O-])c1ccccc1.O=[N+]([O-])c1ccccc1


Repeat the fourth record exactly.
Here is the molecule C7H8N2 from the OMol25 dataset. Energies are from the ωB97M-V functional and the def2-TZVPD basis.

ORCA input file:
```
! RIJCOSX wB97M-V def2-TZVPD def2/J DEFGRID3
* xyz 0 1
C -1.375 -1.944 0.015
C -0.666 -0.839 -0.011
C -1.066 0.606 -0.021
C 0.213 1.479 0.002
N 1.322 0.565 -0.013
C 2.665 0.661 0.012
N 3.228 -0.520 0.009
C 2.219 -1.434 -0.013
C 1.036 -0.763 -0.028
H -2.452 -1.911 0.039
H -0.910 -2.911 0.007
H -1.650 0.823 -0.918
H -1.699 0.830 0.839
H 0.257 2.141 -0.869
H 0.264 2.099 0.902
H 3.186 1.596 0.021
H 2.423 -2.484 -0.017
*
```

Properties
Orbital gap: 9.2750 eV
Total energy: -381.0046 a.u.
HOMO: -8.45 eV
SMILES: C=C1CCn2cncc21
ΔE to the lowest compared entry with this formula, charge and spin: 50.0 kJ/mol


- Among the records above, which one has the highest orbital gap?
  C3H7NO2


- orbital gap of number 1 (C5H7NO)?
  9.6906 eV